Entry 1:
An isolated ion of composition C7H8N3 and charge +1. Source: the Open Molecules 2025 dataset; level of theory: wB97M-V/def2-TZVPD.

Each line ends with the natural charge from an NBO analysis.
CARTESIAN COORDINATES (ANGSTROEM)
1 H -3.965 1.363 0.476  0.24
2 N -0.958 0.778 -0.416  -0.18
3 C 1.800 -1.026 -0.085  -0.03
4 C 0.470 -1.264 -0.235  -0.33
5 C -3.057 0.827 0.211  0.23
6 N -1.965 1.427 -0.144  -0.14
7 H 2.378 -1.955 -0.197  0.24
8 H -0.108 1.316 -0.726  0.43
9 C -0.764 -0.590 -0.271  0.19
10 H 1.872 1.928 -0.704  0.19
11 H 3.122 -0.241 1.275  0.25
12 H 3.177 2.140 0.483  0.24
13 H 0.372 -2.362 -0.377  0.26
14 C -2.045 -1.159 0.006  0.08
15 C 2.487 1.424 0.030  -0.32
16 N -3.139 -0.475 0.206  -0.32
17 C 2.526 0.138 0.398  -0.27
18 H -2.204 -2.268 0.069  0.24

Total charge: +1
SMILES string: C=C/C=C\c1cncn[nH+]1
2S+1: 1
Gap between HOMO and LUMO: 7.9 eV
E_HOMO: -13.7 eV

Entry 2:
C37H30AuNP2S2 as an isolated structure. Source: the Open Molecules 2025 dataset; level of theory: wB97M-V/def2-TZVPD.

Each line ends with the Löwdin spin population.
CARTESIAN COORDINATES (ANGSTROEM)
1 C -4.485 2.364 5.395  0.00
2 H -4.011 0.202 2.836  0.01
3 H 4.065 -2.441 -0.871  0.00
4 H -0.398 -0.280 4.891  0.00
5 C -4.712 1.292 4.543  0.00
6 C -1.882 -1.562 4.019  0.00
7 H -4.659 -2.662 5.615  0.00
8 C 0.825 2.517 1.249  0.01
9 H -0.069 1.701 4.416  0.00
10 C 2.156 2.834 1.477  0.00
11 H -0.564 -2.762 -0.719  0.00
12 H 4.499 -1.560 3.356  0.00
13 C -1.347 -0.779 5.039  0.00
14 C -1.133 0.467 -2.668  0.07
15 C -3.384 3.186 5.203  0.00
16 C -2.497 2.929 4.168  0.00
17 Au -1.314 0.066 -0.643  0.46
18 H 2.625 0.457 -3.672  0.00
19 C -3.075 -2.244 4.236  0.00
20 C 3.431 -1.564 3.175  0.00
21 H -1.582 -0.049 7.039  0.00
22 C 0.687 -1.570 2.720  0.03
23 H 1.734 -3.113 -0.392  0.00
24 H 3.725 2.986 2.932  0.00
25 H 1.138 -0.329 1.022  0.01
26 C 0.017 2.098 2.304  0.02
27 C 1.882 2.333 3.812  0.00
28 C 2.906 -0.864 2.100  0.00
29 C 3.497 -0.957 -2.317  0.01
30 C -3.831 1.033 3.508  0.01
31 H 3.556 -0.317 1.429  0.00
32 H -0.814 1.100 -6.501  0.00
33 C 1.537 -0.869 1.871  0.01
34 C 2.588 -2.284 4.014  0.00
35 H -2.783 1.948 -5.256  0.00
36 H 2.779 3.155 0.652  0.00
37 H 4.513 -0.654 -2.535  0.00
38 H -5.173 2.565 6.206  0.00
39 C 2.685 2.739 2.756  0.01
40 C 3.248 -1.954 -1.387  0.00
41 H -5.576 0.655 4.686  0.00
42 C -2.711 1.840 3.327  0.01
43 P -1.097 -1.651 2.378  0.09
44 C 0.089 0.241 -4.757  0.01
45 C -3.733 -2.126 5.452  0.00
46 C -2.004 1.402 -4.739  0.00
47 C -3.203 -1.331 6.458  0.00
48 C -2.006 -0.659 6.252  0.00
49 S -2.372 2.348 0.245  0.26
50 C 2.435 -0.340 -2.964  0.00
51 H -3.217 4.033 5.857  0.00
52 S -1.624 -3.292 1.440  0.02
53 C -0.011 0.007 -3.384  0.02
54 P -1.652 1.507 1.909  0.10
55 H 0.406 2.591 0.253  0.00
56 H 2.997 -2.843 4.846  0.00
57 C -1.462 -0.184 1.449  0.63
58 C -0.902 0.932 -5.435  0.00
59 H 0.570 -2.864 4.434  0.00
60 H 0.951 -0.134 -5.297  0.00
61 C 0.885 -1.713 -1.767  0.01
62 C 1.223 -2.293 3.784  0.01
63 N -0.449 -2.054 -1.438  0.15
64 C 0.553 2.010 3.588  0.01
65 H -1.647 3.581 4.012  0.00
66 H -1.044 -2.213 -2.240  0.00
67 H 2.290 2.263 4.812  0.00
68 H -2.973 1.554 -2.842  0.00
69 H -3.718 -1.240 7.406  0.00
70 C 1.115 -0.694 -2.701  0.01
71 C -2.108 1.171 -3.372  0.01
72 H -3.474 -2.871 3.449  0.00
73 C 1.942 -2.334 -1.116  0.01

Total charge: 0
2S+1: 3
Gap between HOMO and LUMO (alpha / beta): 7.3 / 6.5 eV
E_HOMO (alpha / beta): -6.8 / -8.0 eV

Results for largest force on an atom: 6.7, 0.1 (in eV Å⁻¹, following the order of the records).
Results for energy above the lowest of the compared OMol25 structures with the same formula, charge and spin: 211.1, 0.0 (in kJ/mol, following the order of the records).